[1]
C4H8N2O2 | the ωB97M-V functional and the def2-TZVPD basis

Values from the calculation:
multiplicity = 1
relative energy (zero: lowest compared OMol25 entry of this formula, charge and spin) = 91.9 kcal/mol
highest occupied orbital energy = -8.4 eV
SMILES = C=C=CC(=O)O.NN
frontier orbital gap = 8.974 eV

```
16
Properties=species:S:1:pos:R:3:forces:R:3
C 0.57233 -0.62298 2.20549 0.447 -0.194 -0.362
C 0.11015 0.06513 1.20010 -1.200 0.600 0.988
C -0.67916 0.96592 0.60685 0.189 -0.544 0.506
C -1.64915 0.56329 -0.39319 0.488 -0.262 -1.424
O -1.71310 -0.53192 -0.92859 -0.239 0.325 0.440
O -2.38621 1.60553 -0.84905 -0.134 -0.016 0.331
H 1.55065 -1.07972 2.18200 -0.020 -0.089 -0.052
H -0.04065 -0.80136 3.07751 -0.115 0.232 0.058
H -0.69155 1.99708 0.92960 0.275 0.052 -0.089
H -2.94589 1.28152 -1.57036 0.067 -0.127 0.107
N 1.19009 -1.07647 -0.57192 0.047 -0.033 -0.103
N 1.65573 -0.10882 -1.52978 0.164 0.514 -0.167
H 0.25588 -1.39458 -0.82887 0.158 0.171 -0.061
H 1.80285 -1.88636 -0.61606 -0.010 0.134 -0.135
H 0.85545 0.38731 -1.91483 -0.124 -0.427 -0.073
H 2.11256 0.63641 -0.99889 0.007 -0.337 0.038
```
Positions in Å, forces in eV/Å.

[2]
C4H8N2O2 | the ωB97M-V functional and the def2-TZVPD basis

Values from the calculation:
multiplicity = 1
relative energy (zero: lowest compared OMol25 entry of this formula, charge and spin) = 156.3 kcal/mol
highest occupied orbital energy = -8.8 eV
SMILES = NC[C@H]1CON=CO1
frontier orbital gap = 9.576 eV

```
16
Properties=species:S:1:pos:R:3:forces:R:3
N -0.15748 -1.67574 -1.02855 0.467 -2.559 -3.917
C -1.23382 -0.76310 -0.76010 2.434 0.647 1.920
C -0.60936 0.32966 0.11891 4.296 -3.964 -1.859
C 0.31626 -0.27716 1.14533 0.637 -0.663 -0.120
O 0.58010 0.81481 2.10416 -0.422 -1.735 -1.314
N 1.19361 1.86189 1.39735 1.008 -0.248 0.544
C 1.06802 1.88095 0.12386 5.600 3.800 2.550
O 0.22815 1.28840 -0.60926 -2.460 -2.103 -2.824
H -0.33447 -2.38012 -1.86439 0.177 1.930 2.321
H 0.70687 -1.18568 -1.32503 -0.919 -0.277 0.094
H -1.89817 -1.22688 -0.04278 -0.626 -0.231 -0.205
H -1.74046 -0.16510 -1.45740 -0.893 -0.041 -2.002
H -1.41961 0.73692 0.40401 -5.219 4.045 3.023
H 1.20958 -0.45331 0.31569 -1.118 -0.031 3.375
H -0.04677 -1.31768 1.69207 1.032 3.093 -1.421
H 2.13755 2.53213 -0.21387 -3.992 -1.665 -0.165
```
Positions in Å, forces in eV/Å.

[3]
C4H8N2O2 | the ωB97M-V functional and the def2-TZVPD basis

Values from the calculation:
multiplicity = 1
relative energy (zero: lowest compared OMol25 entry of this formula, charge and spin) = 36.2 kcal/mol
highest occupied orbital energy = -9.6 eV
SMILES = NCC(=O)NCC=O
frontier orbital gap = 10.176 eV

```
16
Properties=species:S:1:pos:R:3:forces:R:3
N 0.84638 -2.58915 0.50586 0.261 -0.256 0.207
C 0.77691 -1.14698 0.56569 -0.792 -0.374 -0.102
C 0.76621 -0.49192 -0.81107 0.389 0.501 -0.391
O 1.34035 -0.96841 -1.77207 -0.244 -0.207 0.231
N 0.05492 0.67274 -0.93937 -0.320 0.315 0.467
C -0.38024 1.54756 0.13847 0.292 -0.295 -0.567
C -1.87176 1.79053 0.20220 -0.144 0.792 0.750
O -2.33441 2.32399 1.17660 -0.127 -0.098 0.150
H 1.73080 -2.91161 0.13643 0.034 0.131 -0.094
H 0.13079 -2.95225 -0.10817 -0.050 -0.015 -0.043
H 1.58362 -0.76228 1.18182 0.187 0.133 -0.004
H -0.16390 -0.90663 1.07347 0.178 0.102 0.029
H -0.00593 1.05738 -1.86830 0.295 -0.131 -0.118
H 0.10223 2.52598 0.05622 -0.134 0.140 -0.255
H -0.02160 1.20905 1.10364 -0.214 -0.296 0.113
H -2.55438 1.60202 -0.64141 0.388 -0.441 -0.373
```
Positions in Å, forces in eV/Å.

[4]
C4H8N2O2 | the ωB97M-V functional and the def2-TZVPD basis

Values from the calculation:
multiplicity = 1
relative energy (zero: lowest compared OMol25 entry of this formula, charge and spin) = 145.9 kcal/mol
highest occupied orbital energy = -8.7 eV
frontier orbital gap = 9.386 eV

```
16
Properties=species:S:1:pos:R:3:forces:R:3
C 0.99424 1.58075 -0.68483 -2.022 -5.325 -2.229
C -1.07034 1.19515 -1.99264 -2.761 -0.268 3.375
C -0.41133 -1.38845 1.85930 -5.151 0.651 -1.860
C -0.45404 0.31120 -0.96272 2.587 2.649 1.436
N 2.01588 1.05489 -1.15732 2.379 2.213 0.772
N -1.17496 0.15082 0.25857 0.539 -1.996 -0.543
O -2.08993 1.86085 -1.84111 0.775 -0.696 0.300
O -0.38389 -0.04165 1.42879 0.630 0.710 -0.555
H 0.65857 2.39859 -0.17395 -0.243 2.456 1.436
H -0.51472 1.33785 -2.81909 2.193 0.170 -3.297
H -0.49146 -1.98090 0.95180 -0.257 -0.511 0.174
H -1.29977 -1.56742 2.55852 1.152 0.069 -0.954
H 0.44962 -1.60066 2.29050 3.987 -0.783 2.292
H 0.26093 -0.48110 -1.26204 -0.999 0.284 0.087
H 2.89499 1.67006 -0.96500 -1.582 -1.176 -0.456
H -1.71889 0.92473 0.48660 -1.228 1.553 0.022
```
Positions in Å, forces in eV/Å.

[5]
C4H8N2O2 | the ωB97M-V functional and the def2-TZVPD basis

Values from the calculation:
multiplicity = 1
relative energy (zero: lowest compared OMol25 entry of this formula, charge and spin) = 148.8 kcal/mol
highest occupied orbital energy = -8.4 eV
SMILES = O/N=C\NC1COC1
frontier orbital gap = 9.154 eV

```
16
Properties=species:S:1:pos:R:3:forces:R:3
O -0.76062 -2.31309 2.31098 -0.308 1.108 0.297
N -0.57189 -0.87570 2.43719 0.797 0.282 -3.512
C -0.34332 -0.39028 1.22770 0.450 2.568 2.689
N -0.28471 -0.82643 -0.02370 -0.464 -3.121 -4.064
C 0.23276 0.08173 -1.19122 -2.356 -3.279 1.001
C -0.50684 1.41967 -1.16948 -0.070 -1.592 -3.723
O 0.70315 2.06822 -0.83480 1.542 0.133 0.861
C 1.48462 0.79126 -0.79248 0.481 -0.344 2.247
H -1.24616 -2.35379 3.13334 -0.233 -1.048 0.272
H -0.03576 0.72966 1.20717 -0.840 -1.759 0.779
H -0.65031 -1.77868 -0.41251 0.970 2.407 1.858
H 0.14225 -0.60331 -2.09521 0.389 1.151 1.051
H -1.34359 1.33760 -0.47609 0.117 0.955 0.146
H -0.85156 1.64475 -2.28457 0.393 0.168 2.403
H 2.42384 0.73700 -1.48091 -1.680 0.396 1.525
H 1.60815 0.33139 0.44460 0.811 1.976 -3.830
```
Positions in Å, forces in eV/Å.

[6]
C4H8N2O2 | the ωB97M-V functional and the def2-TZVPD basis

Values from the calculation:
multiplicity = 1
relative energy (zero: lowest compared OMol25 entry of this formula, charge and spin) = 121.2 kcal/mol
highest occupied orbital energy (spin up / spin down) = -8.7 / -10.0 eV
frontier orbital gap (spin up / spin down) = 7.826 / 9.333 eV

```
16
Properties=species:S:1:pos:R:3:forces:R:3
C 1.18118 0.92825 -0.85204 1.772 -1.056 1.630
C 1.31254 -0.29782 0.10526 0.308 0.247 -0.722
C -0.01048 -0.52192 0.88485 1.535 -0.883 -0.711
C -0.84684 -1.61444 0.21801 -0.211 -0.592 1.851
N -0.08572 1.36707 -1.04666 -1.424 0.622 0.459
N -0.18138 2.66254 -1.24439 3.700 -1.053 1.058
O 2.13275 1.46861 -1.36933 0.350 0.100 -0.126
O -0.56641 0.71636 1.01962 -0.492 0.308 -0.086
H 1.48802 -1.14055 -0.59781 0.428 0.250 0.751
H 2.15050 -0.15268 0.85555 -0.743 -0.012 -1.409
H 0.37350 -0.90637 1.84940 -0.573 0.358 0.170
H -1.42179 -1.19765 -0.53310 -0.715 0.881 -2.163
H -1.63823 -1.98446 0.87001 0.158 -0.063 0.523
H -0.29398 -2.49930 -0.10882 0.153 0.359 -0.052
H 0.58806 3.31007 -0.88586 -1.599 -1.105 -0.747
H -1.09657 2.88141 -1.38637 -2.647 1.640 -0.426
```
Positions in Å, forces in eV/Å.

[7]
C4H8N2O2 | the ωB97M-V functional and the def2-TZVPD basis

Values from the calculation:
multiplicity = 1
relative energy (zero: lowest compared OMol25 entry of this formula, charge and spin) = 102.2 kcal/mol
highest occupied orbital energy = -7.7 eV
frontier orbital gap = 8.015 eV

```
16
Properties=species:S:1:pos:R:3:forces:R:3
C -0.61314 1.05897 -1.50884 -0.251 0.097 0.092
C 0.98281 1.37873 0.44744 -0.314 -0.077 0.178
N 0.75798 -1.46511 0.72943 -0.685 0.416 -0.536
C -0.59426 -1.28241 0.83986 -0.381 0.526 1.221
C 0.10313 0.42655 -0.34525 0.961 -0.885 -0.287
O -1.43234 -2.22273 1.25083 0.183 0.346 -0.161
N 0.56727 -0.86492 -0.67409 0.153 0.840 -0.304
O -1.06844 -0.07915 0.76836 0.192 -1.089 -0.277
H -0.96409 -3.04056 1.46815 0.026 0.099 -0.066
H 1.01452 -2.43474 0.57506 -0.059 0.047 -0.016
H 1.69919 1.83468 -0.23900 -0.047 -0.071 -0.009
H -0.94796 2.07126 -1.27939 0.004 -0.044 0.112
H -1.47467 0.46319 -1.80591 0.090 -0.053 0.021
H 0.06934 1.12879 -2.35908 0.070 -0.146 0.124
H 0.38305 2.17239 0.89571 0.034 0.005 -0.023
H 1.51764 0.85508 1.23672 0.023 -0.008 -0.068
```
Positions in Å, forces in eV/Å.

[8]
C4H8N2O2 | the ωB97M-V functional and the def2-TZVPD basis

Values from the calculation:
multiplicity = 1
relative energy (zero: lowest compared OMol25 entry of this formula, charge and spin) = 107.4 kcal/mol
highest occupied orbital energy = -9.0 eV
SMILES = O=NN1CCCOC1
frontier orbital gap = 9.831 eV

```
16
Properties=species:S:1:pos:R:3:forces:R:3
O -0.15885 2.15070 -1.99592 0.349 -0.270 -1.685
N -0.55885 1.94894 -0.88411 -1.943 2.083 1.421
N 0.10951 1.15135 -0.15157 2.570 -3.338 -0.495
C 0.94620 0.03458 -0.78275 -1.193 1.141 1.028
C 0.01104 -1.16992 -0.63760 -0.067 -1.860 -1.591
C -0.57642 -1.31450 0.81696 0.225 -0.257 -1.884
O 0.14372 -0.41995 1.64200 -0.277 1.068 0.164
C -0.08398 0.95363 1.25504 -0.662 0.663 1.287
H 1.91801 0.01547 -0.29529 -0.124 -0.361 0.146
H 1.06822 0.35107 -1.79454 0.180 -0.074 -0.669
H 0.55891 -2.15081 -0.86976 -0.592 1.454 0.040
H -0.81114 -1.05066 -1.46837 1.367 -0.304 1.742
H -1.62474 -1.04509 0.74090 -0.367 0.109 0.462
H -0.51557 -2.40243 1.11593 0.252 1.531 0.300
H -1.10207 1.34056 1.55391 0.792 -0.564 -0.340
H 0.67600 1.60705 1.75517 -0.509 -1.021 0.074
```
Positions in Å, forces in eV/Å.

[9]
C4H8N2O2 | the ωB97M-V functional and the def2-TZVPD basis

Values from the calculation:
multiplicity = 1
relative energy (zero: lowest compared OMol25 entry of this formula, charge and spin) = 90.8 kcal/mol
highest occupied orbital energy = -9.4 eV
SMILES = CO[C@H](N)N1CC1=O
frontier orbital gap = 10.295 eV

```
16
Properties=species:S:1:pos:R:3:forces:R:3
C 1.84623 0.94608 -0.09740 0.019 -0.223 0.018
O 0.72583 0.98895 -0.95659 -1.365 0.938 0.314
C -0.62006 0.74676 -0.40660 0.749 0.341 -0.820
N -0.94222 1.19275 0.89852 0.095 0.512 -0.006
N -0.73503 -0.65708 -0.45039 3.456 -2.590 0.769
C -1.32970 -1.99440 -0.45401 -1.420 0.064 -0.588
C 0.00018 -1.68747 0.09117 -2.879 1.395 -0.281
O 0.83339 -2.05761 0.85520 1.260 0.108 0.048
H 1.71080 1.50998 0.83301 -0.112 -0.103 -0.052
H 2.66260 1.41705 -0.64342 -0.035 -0.011 -0.027
H 2.11923 -0.09020 0.11539 0.070 0.094 0.244
H -1.29135 1.19457 -1.14886 0.200 0.090 0.265
H -1.00229 2.19959 0.96300 0.119 0.009 0.095
H -0.33659 0.80875 1.61450 -0.051 0.043 -0.062
H -2.16702 -2.10136 0.22779 -0.069 -0.448 0.125
H -1.47401 -2.41638 -1.44131 -0.036 -0.220 -0.042
```
Positions in Å, forces in eV/Å.

[10]
C4H8N2O2 | the ωB97M-V functional and the def2-TZVPD basis

Values from the calculation:
multiplicity = 2
relative energy (zero: lowest compared OMol25 entry of this formula, charge and spin) = 22.2 kcal/mol
highest occupied orbital energy (spin up / spin down) = -14.1 / -14.1 eV
net charge = +1
frontier orbital gap (spin up / spin down) = 10.518 / 5.483 eV

```
16
Properties=species:S:1:pos:R:3:forces:R:3
N 1.85305 -1.70191 -0.56422 -0.526 1.120 0.221
C 0.62138 -1.02591 -0.28301 -0.896 -1.774 -0.035
C 0.86850 0.47221 -0.49769 0.522 0.844 -0.219
N 0.08560 1.37303 0.11504 -0.221 0.473 0.457
C -1.09174 1.12335 0.94578 0.663 -0.787 0.349
C -2.12384 0.34368 0.14724 -0.355 0.090 0.256
O -2.21211 -0.84607 0.29709 -0.002 -0.009 -0.177
O 1.79398 0.76630 -1.22788 -0.003 -0.133 0.088
H 2.56512 -1.66560 0.16537 0.230 -0.426 -0.298
H 2.10482 -1.80895 -1.54802 0.360 -0.190 0.221
H 0.19857 -1.37737 0.66500 0.436 0.555 0.303
H -0.13181 -1.38191 -0.98624 0.065 0.206 -0.393
H 0.47397 2.31227 0.14863 -0.070 -0.230 -0.365
H -1.42980 2.04306 1.40276 -0.237 0.370 -0.431
H -0.81495 0.49665 1.79398 -0.007 -0.209 0.059
H -2.76075 0.87718 -0.57381 0.042 0.100 -0.036
```
Positions in Å, forces in eV/Å.

Q: Look up the relative energy (zero: lowest compared OMol25 entry of this formula, charge and spin) of the fourth one.
A: 145.9 kcal/mol